w:
# C4H10NO2

2 unconnected molecules or ions with the total composition C4H10NO2 (wB97M-V/def2-TZVPD, OMol25).

Its frontier orbital gap is 0.3146 Ha.

```
! RIJCOSX wB97M-V def2-TZVPD def2/J DEFGRID3
* xyz -1 1
O 1.7345 0.5914 -1.4651
C 1.4945 1.7774 -1.1654
O 0.5765 2.2346 -0.4543
H 2.1770 2.5459 -1.6310
C 0.4031 -0.2890 1.9755
C -0.2152 -1.0139 0.7884
N -1.0875 -0.1165 0.0497
C -1.4174 -0.6265 -1.2649
H 0.8870 -0.9933 2.6557
H -0.3794 0.2146 2.5560
H 1.1219 0.4515 1.6354
H -0.7781 -1.8844 1.1531
H 0.5797 -1.3960 0.1305
H -0.5496 0.7480 -0.0864
H -1.7249 0.2028 -1.9012
H -0.5598 -1.1213 -1.7464
H -2.2623 -1.3253 -1.2296
*
```

x:
# C4H10NO2

2 unconnected molecules or ions with the total composition C4H10NO2 (wB97M-V/def2-TZVPD, OMol25).

Its frontier orbital gap is 0.2864 Ha.

```
! RIJCOSX wB97M-V def2-TZVPD def2/J DEFGRID3
* xyz -1 1
C -1.5658 -0.9527 2.2121
N -0.9978 -1.8177 1.3834
O -1.6520 0.2631 2.0849
H -2.0043 -1.4366 3.1202
H -0.4221 -1.5330 0.4300
H -1.1045 -2.7780 1.6663
C -0.1451 -0.1410 -1.3509
O 0.3646 -1.1870 -0.6309
C 0.8753 0.9933 -1.5565
C 1.4200 1.4928 -0.2280
H -1.0312 0.3176 -0.8605
H -0.4828 -0.4502 -2.3661
H 0.3967 1.8181 -2.1008
H 1.6938 0.6038 -2.1722
H 2.1506 2.2893 -0.3466
H 1.9017 0.6740 0.3030
H 0.6027 1.8441 0.4127
*
```

y:
# C4H10NO2

2 unconnected molecules or ions with the total composition C4H10NO2 (wB97M-V/def2-TZVPD, OMol25).

Its frontier orbital gap is 0.2767 Ha.

```
! RIJCOSX wB97M-V def2-TZVPD def2/J DEFGRID3
* xyz -1 1
C -2.0586 2.6988 -0.8269
C -1.2355 1.7252 -0.4714
O -1.0663 1.2780 0.8453
H -2.2296 2.8375 -1.8853
H -2.5947 3.3737 -0.1695
H -0.7816 1.0557 -1.2047
H -0.4459 0.3918 0.7908
C 1.9404 -0.5509 0.6748
N 0.5185 -0.9733 0.8513
C 0.2164 -2.0886 -0.4313
O 1.2810 -2.6260 -0.8786
H 2.5037 -1.4516 0.4315
H 2.2857 -0.0529 1.6010
H 2.0506 0.1640 -0.1687
H 0.5020 -1.5921 1.7071
H -0.3838 -1.4167 -1.0694
H -0.5021 -2.7725 0.2038
*
```

z:
# C4H10NO2

A gas-phase ion, C4H10NO2 (charge -1) (wB97M-V/def2-TZVPD, OMol25).

Its frontier orbital gap is 0.2403 Ha. Its SMILES is [O-]CCCNCO.

```
! RIJCOSX wB97M-V def2-TZVPD def2/J DEFGRID3
* xyz -1 1
C -1.0353 0.5664 -0.1623
C -1.0106 -0.4050 0.9320
C 0.1483 -0.0068 2.0031
O 1.2970 -0.1348 1.4057
N -0.5109 0.0285 -1.4724
C 0.9413 0.2413 -1.4095
O 1.5482 -0.7274 -2.2371
H -1.9838 1.0049 -0.4118
H -0.4109 1.4782 -0.0597
H -1.9234 -0.4244 1.4254
H -0.8747 -1.4802 0.7391
H -0.0783 1.1002 2.3098
H 0.0927 -0.7678 2.7484
H -0.8565 -0.8476 -1.7901
H 1.3518 0.3158 -0.3165
H 1.0472 1.2986 -1.9262
H 2.2578 -1.2397 -1.7780
*
```

Stability summary - winner: w; margin: 0.0233 hartree.

w:
# C4H10NO2

A molecular structure, C4H10NO2 (wB97M-V/def2-TZVPD, OMol25).

Its frontier orbital gap is 0.2442 Ha.

```
! RIJCOSX wB97M-V def2-TZVPD def2/J DEFGRID3
* xyz -1 1
C 1.2257 -0.6475 1.5840
N 0.8025 -1.1898 0.2765
C -0.2794 -0.3760 -0.3569
C -1.4721 -0.0019 0.4631
O -2.5112 0.3505 -0.0883
C 0.4723 0.8453 -1.0433
O 1.7172 0.5240 -1.4152
H 0.2871 -0.4640 2.1098
H 1.7984 -1.3879 2.1616
H 1.8348 0.2711 1.5626
H 1.5376 -0.8694 -0.4042
H -0.5433 -0.9630 -1.2410
H -1.5399 -0.6146 1.3816
H -1.0102 1.1905 1.1028
H -0.9500 1.7011 1.7010
H -0.2052 1.2339 -1.8407
H 0.5050 1.6655 -0.2666
*
```

x:
# C4H10NO2

A gas-phase ion, C4H10NO2 (charge -1) (wB97M-V/def2-TZVPD, OMol25).

Its frontier orbital gap is 0.2282 Ha. Its SMILES is N[C@H](CO)CC[O-].

```
! RIJCOSX wB97M-V def2-TZVPD def2/J DEFGRID3
* xyz -1 1
C -0.4824 0.2422 1.6950
O 0.1855 1.0545 2.5255
C -0.0911 0.2597 0.2920
C -0.9509 -0.8226 -0.4533
C -0.6570 -0.5632 -2.0286
O 0.6601 -0.3112 -2.3354
N 1.3421 0.1624 0.1373
H -0.7983 -0.7714 2.1290
H -1.5237 0.7918 1.8384
H 1.2071 0.9864 2.4298
H -0.4091 1.2592 -0.1754
H -0.4820 -1.8246 -0.1382
H -1.9436 -0.6860 -0.3437
H -0.9575 -1.5594 -2.4047
H -1.3911 0.1999 -2.1604
H 1.5784 0.5428 -0.8139
H 1.6490 -0.7186 0.1260
*
```

y:
# C4H10NO2

2 unconnected molecules or ions with the total composition C4H10NO2 (wB97M-V/def2-TZVPD, OMol25).

Its frontier orbital gap is 0.3086 Ha.

```
! RIJCOSX wB97M-V def2-TZVPD def2/J DEFGRID3
* xyz -1 1
N -0.6089 -1.3315 2.5675
C -0.5220 -0.7445 1.2763
O -1.0357 0.3965 1.1586
O 0.0409 -1.4424 0.4007
H -1.3230 -0.9116 3.1369
H -0.5820 -2.3371 2.5482
C 0.1631 -0.1281 -2.1933
C 1.1611 0.8075 -1.5271
C 0.6008 2.1774 -1.0911
H -0.7316 -0.2308 -1.5836
H 0.5583 -1.1455 -2.2188
H -0.0921 0.2551 -3.1902
H 1.9971 0.9312 -2.2317
H 1.5607 0.3195 -0.6301
H 1.4309 2.8634 -0.8919
H -0.0394 2.5439 -1.8989
H 0.0374 2.0392 -0.1693
*
```

Stability summary - winner: y; margin: 0.1486 hartree.

w:
# C2H7O2

2 unconnected molecules or ions with the total composition C2H7O2 (wB97M-V/def2-TZVPD, OMol25).

Its frontier orbital gap is 0.2931 Ha.

```
! RIJCOSX wB97M-V def2-TZVPD def2/J DEFGRID3
* xyz -1 1
O -1.8140 -0.6218 -1.3182
H -1.0600 0.0872 -0.4670
C 0.4858 -0.1437 0.8805
O -0.4478 0.6504 0.2599
C 1.8980 0.1820 0.3984
H 0.3882 -0.0775 1.9683
H 0.3269 -1.2238 0.6737
H -2.3231 -0.0045 -1.8504
H 1.8183 0.2681 -0.6809
H 2.2334 1.1428 0.7729
H 2.6670 -0.5799 0.5597
*
```

x:
# C2H7O2

2 unconnected molecules or ions with the total composition C2H7O2 (wB97M-V/def2-TZVPD, OMol25).

Its frontier orbital gap is 0.2737 Ha.

```
! RIJCOSX wB97M-V def2-TZVPD def2/J DEFGRID3
* xyz -1 1
C 0.3846 -0.2078 0.3685
O -0.3728 0.9389 0.4790
C 1.4639 -0.1490 -0.7003
H -0.2138 -1.0739 0.1566
H 0.9635 -0.2802 1.3236
H 1.0878 0.5620 -1.5489
H 1.9301 -1.1172 -0.9142
H 2.1584 0.5686 -0.2627
H -2.0632 0.7861 0.7287
H -2.4694 -0.1773 -0.2441
O -2.8691 0.1498 0.6138
*
```

Stability summary - winner: w; margin: 0.0217 hartree.

w:
# C4H12OS

2 unconnected molecules or ions with the total composition C4H12OS (wB97M-V/def2-TZVPD, OMol25).

Its frontier orbital gap is 0.3369 Ha. Its SMILES is CCCSC.O.

```
! RIJCOSX wB97M-V def2-TZVPD def2/J DEFGRID3
* xyz 0 1
C -0.5587 -0.7990 -1.4292
C -1.4003 0.3996 -1.0124
C -0.6196 1.6524 -0.6168
S 0.6454 1.3755 0.6832
C -0.4442 1.0899 2.0821
H 0.3678 -0.4085 -1.8766
H -1.0042 -1.3214 -2.2648
H -0.2444 -1.4407 -0.6254
H -2.0229 0.7597 -1.8375
H -2.1714 0.1060 -0.2930
H -0.0534 1.9934 -1.4750
H -1.2866 2.3969 -0.2104
H -0.9656 0.1360 2.0084
H -1.2033 1.8621 2.1877
H 0.1789 1.1117 2.9669
H 2.1282 -4.2006 0.3425
H 1.8800 -4.1168 -1.1826
O 1.4555 -4.0145 -0.3277
*
```

x:
# C4H12OS

2 unconnected molecules or ions with the total composition C4H12OS (wB97M-V/def2-TZVPD, OMol25).

Its frontier orbital gap is 0.3227 Ha. Its SMILES is CCO.CSC.

```
! RIJCOSX wB97M-V def2-TZVPD def2/J DEFGRID3
* xyz 0 1
C -1.1582 0.4242 -2.1759
C -0.8343 1.6304 0.2603
S -2.0880 0.9856 -0.7691
H -0.0845 0.6679 -2.0950
H -1.2200 -0.6339 -2.0920
H -1.6272 0.9827 -2.9125
H -1.2117 2.6460 0.4188
H 0.1303 1.6834 0.2181
H -0.8317 1.2392 1.3316
C 2.0382 -1.9439 1.2550
C 2.4496 -0.6930 2.0062
O 1.2831 -1.3368 0.1247
H 2.7038 -2.4731 0.7076
H 1.2896 -2.6472 1.7474
H 2.9601 -0.9546 3.0312
H 1.4417 -1.7800 -0.6805
H 1.4998 -0.1300 2.2892
H 3.1207 -0.1808 1.2701
*
```

Stability summary - winner: w; margin: 0.0887 hartree.

w:
# C5H28N2O7

8 unconnected molecules or ions with the total composition C5H28N2O7 (wB97M-V/def2-TZVPD, OMol25).

Its frontier orbital gap is 0.3470 Ha. Its SMILES is C[C@@H](N)CCCN.O.O.O.O.O.O.O.

```
! RIJCOSX wB97M-V def2-TZVPD def2/J DEFGRID3
* xyz 0 1
C -1.4802 1.3072 -1.7162
C -0.5467 0.3918 -0.8866
C 0.0977 1.2845 0.2174
C -0.8597 1.7230 1.3026
C -1.5181 0.5312 2.0429
N -0.5642 -0.4568 2.5057
N 0.4868 -0.2040 -1.7212
H -1.9720 0.9746 -2.6151
H -0.8624 2.1828 -1.9412
H -2.2684 1.7284 -1.0808
H -1.0611 -0.4102 -0.3278
H 0.6500 2.0412 -0.3046
H 0.9415 0.7380 0.6526
H -0.2414 2.3025 1.9901
H -1.6864 2.2956 0.8770
H -2.3217 0.1737 1.3814
H -2.1569 0.9523 2.8379
H -0.5687 -1.3658 2.0661
H -0.3899 -0.3926 3.4933
H 0.1360 -0.8232 -2.4440
H 1.1251 0.5394 -2.0171
H -0.0515 -3.6201 1.7166
H 0.5658 -3.0120 0.4515
O -0.2997 -3.3472 0.8221
H -1.9904 -2.4694 -0.2812
H -1.7557 -3.2178 -1.6435
O -2.2367 -2.5130 -1.2157
H 3.4513 1.2511 0.8061
H 3.4775 2.7684 1.3950
O 3.3647 2.2265 0.6172
H 1.4892 -1.3103 -0.6040
H 2.4168 -2.6099 -0.6846
O 1.8669 -2.0827 -0.0956
H -3.8289 -0.4032 -1.6186
H -4.0816 -1.7216 -1.9716
O -4.5816 -1.0147 -1.5340
H 2.5060 -0.0498 2.2596
H 2.7036 -0.8897 0.9478
O 3.1340 -0.2528 1.5599
H 2.9349 2.8209 -2.2666
H 3.1299 2.0191 -1.0097
O 2.8462 1.9146 -1.9633
*
```

x:
# C5H28N2O7

8 unconnected molecules or ions with the total composition C5H28N2O7 (wB97M-V/def2-TZVPD, OMol25).

Its frontier orbital gap is 0.3472 Ha. Its SMILES is CCCNCCN.O.O.O.O.O.O.O.

```
! RIJCOSX wB97M-V def2-TZVPD def2/J DEFGRID3
* xyz 0 1
N 1.7865 -0.9165 2.4831
C 1.8578 -1.1100 1.0273
C 0.9573 -0.2764 0.1250
N -0.4770 -0.3916 0.4320
C -1.1167 0.8816 0.8296
C -2.6112 0.8952 0.5103
C -3.1009 1.0785 -0.9085
H 1.8419 0.0111 2.8808
H 0.9705 -1.3747 2.8581
H 1.4470 -2.1463 1.0054
H 2.8868 -1.2169 0.7003
H 1.1929 -0.7171 -0.8699
H 1.1842 0.7905 -0.0360
H -0.6317 -1.0897 1.1664
H -0.9518 1.1987 1.8844
H -0.5683 1.6281 0.2145
H -3.1672 0.0042 0.8905
H -2.9709 1.6877 1.2092
H -3.8957 1.8368 -0.9804
H -2.2966 1.2837 -1.6047
H -3.6879 0.2513 -1.3140
H -1.2090 -2.4666 3.4634
H -0.9581 -3.3328 2.2525
O -1.0608 -2.3977 2.5154
H -0.5748 -4.1013 -0.4425
H -1.3203 -2.9621 0.2146
O -1.2220 -3.9197 0.2487
H 2.0964 3.1987 -1.6702
H 2.9149 2.9761 -0.3476
O 2.9774 3.0237 -1.3247
H 0.0227 0.3380 -3.5395
H -0.4746 0.0687 -2.1616
O -0.1309 0.7960 -2.7062
H -1.8689 -1.4875 -1.5120
H -0.3699 -1.4841 -1.3298
O -1.0525 -1.6933 -1.9834
H 1.9090 3.1889 1.6647
H 2.0447 1.6840 1.5481
O 2.4738 2.5140 1.2906
H 1.6620 0.8853 -2.9219
H 2.8813 1.8356 -2.6427
O 2.6104 1.0278 -3.1193
*
```

Stability summary - winner: w; margin: 0.0505 hartree.

w:
# C3H3ClO2

2 unconnected molecules or ions with the total composition C3H3ClO2 (wB97M-V/def2-TZVPD, OMol25).

Its frontier orbital gap (spin up / spin down) is 0.3212 / 0.3186 Ha.

```
! RIJCOSX wB97M-V def2-TZVPD def2/J DEFGRID3
* xyz 0 1
C 1.2948 0.5394 -0.0135
C 0.0779 0.1946 0.6861
C -0.9279 -0.4177 -0.2780
O 2.5688 -0.1325 -1.4854
O 0.6273 1.5840 0.2590
Cl -0.0442 -0.0289 2.3524
H -1.1636 0.1276 -1.1916
H -1.9176 -0.4769 0.0972
H -0.5155 -1.3896 -0.4261
*
```

x:
# C3H3ClO2

2 unconnected molecules or ions with the total composition C3H3ClO2 (wB97M-V/def2-TZVPD, OMol25).

Its frontier orbital gap is 0.3140 Ha.

```
! RIJCOSX wB97M-V def2-TZVPD def2/J DEFGRID3
* xyz 0 1
C 0.7143 -0.7887 -1.7407
C -0.4572 0.1357 -0.1071
C 0.0049 0.5649 1.2053
O 0.7367 0.0293 -2.5513
O 0.7858 -1.7798 -1.1182
Cl -2.1605 -0.0714 -0.1985
H -0.7694 0.6814 1.9493
H 0.5963 1.5172 1.2050
H 0.5491 -0.2885 1.3562
*
```

Stability summary - winner: x; margin: 0.2017 hartree.

w:
# C8H8N4

C8H8N4 in the gas phase (wB97M-V/def2-TZVPD, OMol25).

Its frontier orbital gap is 0.3199 Ha. Its SMILES is N/N=c1/[nH]ncc2ccccc12.

```
! RIJCOSX wB97M-V def2-TZVPD def2/J DEFGRID3
* xyz 0 1
C -0.3888 0.7617 -1.1053
C -2.1070 -0.5081 0.8089
C -0.6112 -0.8147 0.9109
C 0.1184 -1.3558 1.9587
C 1.5104 -1.6324 1.8976
C 2.2467 -0.8628 1.0708
C 1.6418 -0.1221 0.0744
C 0.1793 -0.0942 -0.0814
H 1.6074 2.3118 -0.7139
H 1.2441 3.0602 -2.2476
H -2.3981 0.6387 -1.9880
H -2.6480 -0.8779 1.6213
H -0.3258 -1.9457 2.8494
H 2.0201 -2.4076 2.5099
H 3.4236 -0.9289 1.2768
H 2.1424 0.0606 -0.8607
N 1.3359 2.1157 -1.7046
N -0.0407 1.7267 -1.7103
N -1.7368 0.2473 -1.3806
N -2.5018 -0.1098 -0.2981
*
```

x:
# C8H8N4

C8H8N4 in the gas phase (wB97M-V/def2-TZVPD, OMol25).

Its frontier orbital gap is 0.3280 Ha.

```
! RIJCOSX wB97M-V def2-TZVPD def2/J DEFGRID3
* xyz 0 1
C -1.4598 -0.9979 0.9440
C 2.7067 0.8204 0.0036
C -1.4267 -0.6784 -0.5651
C 1.7333 0.1935 -0.7051
C -1.3574 1.1355 0.7404
C 1.5576 -0.1666 1.4172
C -1.2898 1.4105 -1.6876
C -0.2031 -1.2935 0.0970
N -1.5785 0.2318 1.5822
N 2.6019 0.5474 1.3287
N -1.2322 0.7532 -0.5728
N 0.9487 -0.4522 0.2365
H -1.9603 -1.7728 1.3402
H 3.5319 1.4579 -0.2376
H -1.7871 -1.2972 -1.2812
H 1.3783 0.0571 -1.6733
H -1.3626 2.1228 1.0950
H 1.2491 -0.4781 2.3213
H -1.0591 2.4130 -1.3589
H 0.1503 -2.3836 0.0610
*
```

Stability summary - winner: w; margin: 0.0405 hartree.

w:
# C5H37N2O12

12 unconnected molecules or ions with the total composition C5H37N2O12 (wB97M-V/def2-TZVPD, OMol25).

Its frontier orbital gap is 0.3604 Ha.

```
! RIJCOSX wB97M-V def2-TZVPD def2/J DEFGRID3
* xyz 1 1
C -0.9595 -2.1713 1.4758
N -0.7075 -0.7721 1.0364
C 0.7035 -0.4118 0.8383
C 1.2599 0.2842 2.0654
C 2.6600 -0.0770 2.4703
O 1.3013 1.6364 1.8108
C -1.1929 -1.9910 3.0726
N -2.3039 -1.0250 3.2507
H -0.0410 -2.7398 1.3719
H -1.9108 -2.6026 0.9235
H -1.1891 -0.4391 0.2849
H 1.3265 -1.3189 0.6005
H 0.7423 0.3323 0.1238
H 0.6156 0.2694 3.0099
H 2.6593 -0.3675 3.5973
H 2.9599 -0.9958 2.1167
H 3.4437 0.7141 2.3219
H 2.0220 1.7649 0.9796
H -0.1776 -1.4919 3.5030
H -1.3420 -2.9758 3.4901
H -3.1467 -1.5446 3.0290
H -1.9165 -0.1901 2.6885
H -2.5068 -0.8645 4.2008
H 3.3516 2.1780 -1.1934
H 3.9612 2.7253 0.0435
O 3.1562 2.4893 -0.3649
H -1.1287 1.6433 2.3462
H -2.5990 1.6089 1.8152
O -2.1848 1.5820 2.6751
H -0.7671 3.1341 -0.0083
H 0.0945 1.9218 0.6157
O -0.3383 2.2217 -0.1525
H 2.1921 1.2657 -2.4794
H 3.0182 2.0723 -3.3273
O 3.0360 1.3861 -2.6176
H 2.6631 -1.6585 -3.9180
H 3.1454 -0.0929 -3.7496
O 2.5730 -0.7094 -4.1776
H 0.2141 0.6867 -2.6331
H 0.0092 1.9609 -1.8496
O 0.3798 1.6372 -2.6609
H 0.6728 -3.5175 -1.8004
H 0.3332 -2.1271 -2.5296
O 0.3877 -2.6002 -1.6494
H -3.4241 0.1321 0.4152
H -4.4226 -1.0366 0.5337
O -3.7023 -0.5407 1.0781
H -0.0935 -1.7684 -4.7519
H 0.9370 -0.8339 -4.0397
O 0.0482 -1.2733 -3.9352
H -2.3205 0.4820 -2.7940
H -1.5674 -0.7707 -2.4861
O -1.6844 0.0951 -2.1281
H -3.3287 1.6886 -1.3204
H -1.9642 1.5327 -0.7109
O -2.9476 1.4629 -0.5066
*
```

x:
# C5H37N2O12

A molecular structure, C5H37N2O12 (wB97M-V/def2-TZVPD, OMol25).

Its frontier orbital gap is 0.3687 Ha.

```
! RIJCOSX wB97M-V def2-TZVPD def2/J DEFGRID3
* xyz 1 1
C -0.2442 2.4887 1.2072
C 0.8401 1.3651 1.1540
C 2.1402 1.8942 0.5599
C 2.4858 1.3350 -0.8098
N 1.7596 2.0360 -1.9013
C 1.0934 1.4137 -2.8532
N 1.0920 0.1307 -3.0289
H -1.1969 1.9315 1.1836
H -0.1937 3.1073 2.1061
H -0.2655 3.2073 0.3953
H 0.9623 1.0733 2.1885
H 0.4245 0.5789 0.5377
H 3.0298 1.7750 1.1869
H 2.1784 2.9947 0.5357
H 3.5254 1.5937 -1.0643
H 2.4766 0.2612 -0.9598
H 1.5311 3.0029 -1.7354
H 0.7037 2.0959 -3.6009
H 1.2940 -0.5396 -2.2886
H 0.4976 -0.4052 -3.6449
H 3.0205 -0.1574 2.6992
H 3.4462 0.4470 4.0288
O 3.3237 -0.3936 3.5815
H -3.5224 1.0452 1.8875
H -2.4675 1.8871 2.8450
O -2.9964 1.8192 2.0528
H -1.5118 -2.7117 -1.1344
H -0.5941 -3.1163 -0.0797
O -1.3505 -2.5204 -0.2010
H -2.5523 2.9196 -2.4290
H -2.3014 3.4325 -3.8158
O -2.3308 2.6142 -3.3242
H 2.3905 -2.1517 3.0200
H 0.9706 -2.2738 3.4171
O 1.6784 -2.8029 3.0096
H -2.7363 -2.3720 -3.6348
H -3.4249 -3.2649 -2.6643
O -2.5415 -2.9360 -2.8731
H -1.3428 -2.1308 1.8344
H -2.5088 -1.4498 2.5530
O -1.5697 -1.3689 2.3813
H 0.8265 -4.9471 0.5761
H 1.6209 -3.8524 1.0829
O 1.2968 -4.2103 0.2371
H -2.2288 4.3508 -0.4935
H -2.1312 3.0190 0.0851
O -2.7688 3.5497 -0.4305
H 1.0959 -3.2492 -2.7256
H 1.3062 -3.0962 -1.1234
O 1.2016 -2.6648 -1.9800
H -1.8689 -0.9529 -2.9201
H -2.6008 0.3465 -3.6071
O -1.8026 -0.1568 -3.4451
H -0.1132 -1.4307 3.4881
H 0.2670 -1.2739 4.9020
O 0.6865 -1.2864 4.0325
*
```

Stability summary - winner: x; margin: 0.0382 hartree.